# 1
{
  "formula": "C33H33N8O5PdS",
  "method": "ωB97M-V/def2-TZVPD",
  "orbital_gap_ev": [6.725, 5.975],
  "homo_ha": [-0.3537, -0.3538],
  "s2": 2.004,
  "lumo_energy_ev": [-2.900, -3.653],
  "spin_multiplicity": 3,
  "fmax_ev_per_a": 0.5,
  "total_charge": 1,
  "species": ["Pd", "O", "C", "C", "C", "C", "N", "C", "C", "C", "C", "C", "C", "O", "C", "C", "N", "H", "H", "H", "H", "H", "H", "H", "H", "H", "H", "H", "H", "N", "C", "C", "C", "C", "C", "C", "S", "O", "O", "N", "C", "N", "C", "C", "C", "N", "H", "H", "H", "H", "H", "H", "H", "H", "H", "C", "N", "N", "C", "O", "C", "C", "C", "C", "C", "C", "C", "C", "C", "H", "H", "H", "H", "H", "H", "H", "H", "H", "H", "H", "H"],
  "coordinates": [[0.206, -0.567, -1.706], [6.704, 2.007, -2.461], [6.520, 0.610, -2.378], [5.065, 0.325, -2.135], [4.648, -0.933, -1.719], [3.298, -1.168, -1.551], [2.376, -0.230, -1.760], [2.766, 0.993, -2.144], [4.101, 1.303, -2.345], [1.675, 2.010, -2.338], [1.948, 3.350, -2.518], [0.888, 4.248, -2.662], [1.176, 5.720, -2.840], [2.334, 5.956, -3.613], [-0.401, 3.751, -2.619], [-0.606, 2.389, -2.430], [0.414, 1.546, -2.291], [7.640, 2.198, -2.575], [7.111, 0.167, -1.569], [6.814, 0.115, -3.312], [5.358, -1.728, -1.534], [2.928, -2.135, -1.235], [4.410, 2.284, -2.669], [2.961, 3.722, -2.557], [1.379, 6.158, -1.860], [0.297, 6.227, -3.245], [2.138, 5.779, -4.539], [-1.258, 4.401, -2.735], [-1.597, 1.949, -2.402], [-6.990, -2.170, 2.168], [-6.149, -1.814, 1.138], [-6.339, -2.333, -0.145], [-5.474, -2.004, -1.170], [-4.416, -1.140, -0.929], [-4.211, -0.619, 0.344], [-5.067, -0.955, 1.371], [-3.332, -0.702, -2.225], [-3.772, -1.348, -3.427], [-3.186, 0.738, -2.216], [-1.866, -1.241, -1.770], [-1.592, -2.550, -1.594], [-0.255, -2.746, -1.446], [0.175, -3.987, -1.253], [-0.697, -5.054, -1.193], [-2.048, -4.747, -1.344], [-2.506, -3.522, -1.539], [-7.868, -2.598, 1.940], [-6.984, -1.614, 3.004], [-7.169, -3.005, -0.331], [-5.606, -2.413, -2.162], [-3.377, 0.047, 0.525], [-4.907, -0.555, 2.365], [1.246, -4.125, -1.145], [-0.350, -6.064, -1.044], [-2.796, -5.531, -1.304], [2.078, 0.671, 4.510], [1.379, 1.016, 3.281], [0.811, 0.010, 2.516], [0.677, 0.463, 1.217], [0.021, -0.210, 0.391], [1.302, 1.739, 1.174], [1.729, 2.018, 2.445], [2.503, 3.185, 2.948], [-0.089, -0.934, 3.102], [-0.936, -0.552, 4.131], [-1.827, -1.478, 4.653], [-1.886, -2.762, 4.130], [-1.042, -3.126, 3.090], [-0.131, -2.217, 2.577], [1.623, -0.221, 4.930], [1.971, 1.484, 5.224], [3.136, 0.479, 4.321], [1.359, 2.390, 0.321], [2.640, 3.909, 2.149], [3.488, 2.879, 3.305], [1.983, 3.672, 3.774], [-0.910, 0.462, 4.509], [-2.487, -1.188, 5.458], [-2.589, -3.478, 4.532], [-1.090, -4.124, 2.675], [0.528, -2.484, 1.762]],
  "lowdin_charge": [1.11, -0.05, -0.20, -0.16, 0.01, -0.09, 0.01, -0.18, 0.07, -0.21, 0.05, -0.16, -0.20, -0.04, 0.02, -0.06, 0.02, 0.10, 0.13, 0.14, 0.13, 0.11, 0.12, 0.12, 0.14, 0.13, 0.10, 0.13, 0.08, 0.11, -0.32, -0.02, -0.06, -0.32, -0.06, -0.03, 0.61, -0.29, -0.34, -0.18, -0.48, 0.02, -0.13, -0.05, -0.10, 0.16, 0.09, 0.09, 0.11, 0.12, 0.11, 0.11, 0.11, 0.10, 0.12, 0.02, -0.07, 0.06, -0.38, -0.09, 0.07, -0.25, 0.00, -0.20, -0.02, -0.07, -0.07, -0.06, -0.01, 0.09, 0.10, 0.10, 0.10, 0.09, 0.09, 0.10, 0.12, 0.11, 0.11, 0.11, 0.11]
}

# 2
{
  "formula": "C33H34ClN5O3V",
  "method": "ωB97M-V/def2-TZVPD",
  "orbital_gap_ev": [8.224, 8.295],
  "homo_ha": [-0.3978, -0.4047],
  "s2": 2.031,
  "lumo_energy_ev": [-2.601, -2.717],
  "spin_multiplicity": 3,
  "fmax_ev_per_a": 1.0,
  "total_charge": 1,
  "species": ["V", "C", "N", "C", "C", "C", "C", "C", "C", "C", "C", "H", "H", "H", "H", "H", "H", "H", "H", "H", "H", "H", "H", "N", "C", "C", "N", "C", "C", "N", "H", "H", "H", "H", "H", "C", "C", "O", "C", "C", "C", "C", "C", "C", "H", "H", "H", "H", "H", "H", "H", "H", "O", "C", "O", "C", "C", "C", "C", "C", "C", "H", "H", "H", "H", "H", "Cl", "C", "C", "C", "C", "N", "C", "H", "H", "H", "H"],
  "coordinates": [[-0.484, 0.615, -0.180], [-0.213, -2.441, -0.648], [-1.260, -1.562, -0.081], [-2.528, -1.895, -0.757], [-1.433, -1.839, 1.362], [-0.203, -1.398, 2.085], [0.243, -2.052, 3.226], [1.403, -1.628, 3.858], [2.119, -0.569, 3.325], [1.669, 0.068, 2.172], [0.491, -0.315, 1.535], [-0.456, -3.491, -0.455], [0.755, -2.209, -0.213], [-0.178, -2.275, -1.723], [-2.767, -2.948, -0.579], [-2.441, -1.739, -1.830], [-3.334, -1.276, -0.368], [-1.662, -2.901, 1.512], [-2.304, -1.265, 1.694], [-0.307, -2.899, 3.621], [1.757, -2.133, 4.747], [3.036, -0.246, 3.803], [2.258, 0.893, 1.781], [-0.574, 6.259, 0.051], [-0.215, 5.153, -0.645], [-0.469, 3.861, -0.142], [-0.109, 2.774, -0.799], [0.495, 2.952, -1.991], [0.726, 4.222, -2.475], [0.388, 5.325, -1.816], [-1.042, 6.201, 0.935], [-0.388, 7.161, -0.349], [-0.979, 3.742, 0.803], [0.765, 2.074, -2.556], [1.205, 4.357, -3.437], [3.681, 1.669, -0.407], [2.766, 0.635, -0.997], [1.585, 0.615, -0.671], [3.284, -0.336, -1.975], [4.656, -0.525, -2.150], [5.117, -1.454, -3.067], [4.214, -2.185, -3.827], [2.846, -1.989, -3.670], [2.382, -1.072, -2.745], [3.096, 2.401, 0.144], [4.255, 2.168, -1.187], [4.387, 1.192, 0.278], [5.370, 0.038, -1.564], [6.180, -1.608, -3.191], [4.577, -2.906, -4.547], [2.146, -2.552, -4.273], [1.321, -0.896, -2.624], [-0.709, 0.274, -2.202], [-1.935, 0.643, -2.137], [-2.370, 0.962, -0.994], [-2.780, 0.678, -3.341], [-2.249, 0.318, -4.575], [-3.054, 0.347, -5.701], [-4.383, 0.736, -5.594], [-4.913, 1.100, -4.362], [-4.111, 1.073, -3.233], [-1.211, 0.018, -4.639], [-2.648, 0.067, -6.664], [-5.010, 0.758, -6.475], [-5.948, 1.404, -4.283], [-4.503, 1.355, -2.265], [-0.477, 3.433, 4.908], [-1.459, 2.693, 3.698], [-2.840, 2.679, 3.810], [-3.559, 2.080, 2.792], [-2.885, 1.532, 1.713], [-1.551, 1.531, 1.617], [-0.854, 2.103, 2.607], [-3.327, 3.124, 4.667], [-4.639, 2.039, 2.825], [-3.423, 1.083, 0.892], [0.223, 2.083, 2.534]],
  "lowdin_charge": [0.98, -0.05, -0.29, -0.06, -0.15, -0.25, -0.03, -0.08, -0.08, -0.12, -0.16, 0.11, 0.09, 0.08, 0.11, 0.09, 0.09, 0.13, 0.12, 0.11, 0.11, 0.10, 0.08, 0.15, -0.35, -0.03, 0.03, -0.11, -0.09, 0.14, 0.10, 0.11, 0.10, 0.11, 0.12, 0.01, -0.33, -0.07, -0.14, -0.02, -0.06, -0.06, -0.05, -0.01, 0.09, 0.10, 0.10, 0.11, 0.11, 0.11, 0.11, 0.09, -0.10, -0.57, -0.09, -0.14, -0.01, -0.06, -0.06, -0.06, -0.01, 0.12, 0.11, 0.11, 0.11, 0.12, 0.72, -0.63, -0.06, -0.02, -0.10, 0.00, -0.16, 0.12, 0.12, 0.10, 0.11]
}

> Which formula does entry 1 have?

C33H33N8O5PdS

> Which formula does entry 2 have?

C33H34ClN5O3V